No. 1
Computed, not measured: C4H7FN2 in the gas phase at a distorted geometry, with ωB97M-V with the def2-TZVPD basis set.

Element x y z (Å)
F (-1.41307, 1.84310, 3.11068)
N (0.27438, -0.14606, -0.60709)
N (-0.39845, -0.65706, 0.50329)
C (0.88422, -1.18816, -1.33430)
C (0.23504, 1.11239, -0.87623)
C (-0.51137, 1.09388, 2.27020)
C (-1.10970, 0.33192, 1.32204)
H (1.04469, 1.29210, -1.61604)
H (1.20551, -0.98785, -2.39273)
H (0.26506, -1.08557, 1.04354)
H (-2.10628, 0.40435, 0.91271)
H (0.18990, -2.03993, -1.43635)
H (1.72921, -1.61045, -0.67224)
H (-0.28914, 1.63731, -0.22746)

As for the HOMO energy: -6.98 eV. The molar mass is 102.11 g mol⁻¹. The charge is 0. Its total energy is -365.7503 Eh. The max |F| comes out at 0.1396 hartree/bohr. The calculation puts the lowest unoccupied orbital energy at -0.030 Ha. Its relative energy (zero: lowest compared OMol25 entry of this formula, charge and spin) is 143.2 kcal per mole. Its spin multiplicity is 1.

Atomic partial charges in e from the Mulliken method, atoms 1 to 8: -0.214 0.353 -0.445 -0.813 -0.282 -0.367 -0.711 0.264


No. 2
Computed, not measured: C4H7FN2O in the gas phase at a distorted geometry, with ωB97M-V with the def2-TZVPD basis set.

Element x y z (Å)
F (-1.90754, -0.59577, 1.87613)
O (-0.99448, -0.61731, -1.98365)
N (0.09916, 0.21503, 0.34611)
N (1.18803, 0.74841, -0.36778)
C (0.06905, 0.66778, 1.53749)
C (-1.03124, 0.25504, 2.48390)
C (1.26972, 0.26165, -1.54803)
C (0.37133, -0.77243, -2.19976)
H (2.10705, 0.60945, -2.13407)
H (0.53852, -0.74037, -3.26532)
H (-1.56615, 1.15719, 2.82820)
H (0.81686, 1.37155, 1.90222)
H (-1.10786, -0.55330, -0.98777)
H (0.73115, -1.79219, -1.85574)
H (-0.58360, -0.21471, 3.36807)

As for the HOMO energy: -9.42 eV. The molar mass is 118.11 g mol⁻¹. The charge is 0. Its total energy is -441.1590 Eh. The max |F| comes out at 0.0306 hartree/bohr. The calculation puts the lowest unoccupied orbital energy at 0.020 Ha. As for the SMILES: OC/C=N\N=C\CF. Its relative energy (zero: lowest compared OMol25 entry of this formula, charge and spin) is 57.9 kcal per mole. Its spin multiplicity is 1.

Atomic partial charges in e from the Mulliken method, atoms 1 to 8: -0.277 -0.538 -0.020 -0.724 -0.165 -0.272 -0.045 -0.220


No. 3
Computed, not measured: C4H7FN2O in the gas phase at a distorted geometry, with ωB97M-V with the def2-TZVPD basis set.

Element x y z (Å)
F (-1.63370, 0.23131, -0.91239)
O (1.43045, -1.17446, -0.01751)
N (1.64394, 0.22855, 0.28607)
N (0.32555, 2.17042, 0.05886)
C (-1.26197, -0.63284, 1.24103)
C (0.40404, 0.91018, 0.11819)
C (0.18144, -1.27609, -0.66743)
C (-0.67309, -0.14774, -0.04562)
H (-1.73987, 0.24539, 1.67944)
H (2.46276, 0.57513, -0.22253)
H (-0.65331, 2.39802, -0.18829)
H (-2.01914, -1.41544, 1.13087)
H (0.27463, -1.09029, -1.76569)
H (-0.23906, -2.27652, -0.49984)
H (-0.51517, -1.03621, 1.92607)

As for the HOMO energy: -9.33 eV. The molar mass is 118.11 g mol⁻¹. The charge is 0. Its total energy is -441.1625 Eh. The max |F| comes out at 0.0536 hartree/bohr. The calculation puts the lowest unoccupied orbital energy at 0.033 Ha. As for the SMILES: [H]/N=C1/NOC[C@]1(C)F. Its relative energy (zero: lowest compared OMol25 entry of this formula, charge and spin) is 55.7 kcal per mole. Its spin multiplicity is 1.

Atomic partial charges in e from the Mulliken method, atoms 1 to 8: -0.362 -0.331 -0.199 -0.768 -1.431 0.286 -0.580 1.135


No. 4
Computed, not measured: C4H7FN2S in the gas phase at a distorted geometry, with ωB97M-V with the def2-TZVPD basis set.

Element x y z (Å)
S (-1.27043, -2.11947, -1.18451)
F (0.37342, 2.26288, -1.04009)
N (0.03835, -0.12185, -0.09574)
N (0.61843, 0.53241, 1.11513)
C (-0.55181, -1.22561, 0.02209)
C (1.15500, 2.69245, -0.01104)
C (-0.46051, -1.85034, 1.40139)
C (1.17058, 1.64330, 1.07374)
H (2.24010, 2.62121, -0.22405)
H (0.66365, -1.29690, 1.71243)
H (1.75184, 2.11619, 1.92738)
H (-1.19671, -1.25166, 2.21874)
H (-0.24817, -3.16913, 1.45425)
H (0.42577, 0.33443, -1.14325)
H (0.85262, 3.75874, 0.31463)

As for the HOMO energy: -7.82 eV. The molar mass is 134.18 g mol⁻¹. The charge is 0. Its total energy is -763.9918 Eh. The max |F| comes out at 0.1871 hartree/bohr. The calculation puts the lowest unoccupied orbital energy at 0.013 Ha. As for the SMILES: CC(=S)N/N=C\CF. Its relative energy (zero: lowest compared OMol25 entry of this formula, charge and spin) is 121.4 kcal per mole. Its spin multiplicity is 1.

Atomic partial charges in e from the Mulliken method, atoms 1 to 8: -0.355 -0.295 -0.037 -0.381 0.091 -0.161 -0.716 -0.125


No. 5
Computed, not measured: a molecular structure, C4H7FN3 at a distorted geometry, with ωB97M-V with the def2-TZVPD basis set.

Element x y z (Å)
F (0.02749, -1.88864, -0.91603)
N (1.00204, 0.40644, 0.03494)
N (0.05335, 0.10238, 1.94284)
N (0.30742, -0.37443, -2.49052)
C (1.20036, 0.00640, 1.23507)
C (0.01271, -0.59595, -1.24364)
C (-1.06949, 0.34038, 1.13003)
C (-0.43046, 0.45402, -0.21112)
H (0.94819, -1.06627, -2.89333)
H (-1.80383, -0.45195, 1.18177)
H (-0.03637, 0.56662, -2.94450)
H (-0.00032, 0.15549, 2.96652)
H (-0.68392, 1.24900, -0.79885)
H (-1.63373, 1.26943, 1.27104)
H (2.10657, -0.17292, 1.73578)

As for the HOMO energy: -13.48 eV. The molar mass is 116.12 g mol⁻¹. The charge is +1. Its total energy is -420.4390 Eh. The max |F| comes out at 0.0666 hartree/bohr. The calculation puts the lowest unoccupied orbital energy at -0.150 Ha. Its relative energy (zero: lowest compared OMol25 entry of this formula, charge and spin) is 32.6 kcal per mole. Its spin multiplicity is 1.

Atomic partial charges in e from the Mulliken method, atoms 1 to 8: -0.202 -0.471 -0.156 -0.365 -0.035 0.675 -0.544 -0.235


No. 6
Computed, not measured: 2 unconnected molecules or ions with the total composition C4H7FNO at a distorted geometry, with ωB97M-V with the def2-TZVPD basis set.

Element x y z (Å)
F (-1.07643, 2.14117, 1.14724)
O (0.86430, 0.29756, -1.28712)
N (0.22845, 0.22820, -0.27034)
C (0.62742, -0.64419, 0.76397)
C (-2.09862, 1.57932, -1.05937)
C (-1.35038, 1.58771, -0.01380)
C (1.68612, -1.62681, 0.37991)
H (-2.98211, 2.25179, -1.21198)
H (0.71894, -0.04171, 1.70118)
H (1.06353, -2.21594, -0.41717)
H (1.99551, -2.15228, 1.16885)
H (2.57358, -1.25182, 0.01324)
H (-1.81651, 0.97839, -1.89041)
H (-0.43379, -1.13138, 0.97582)

As for the HOMO energy: -15.80 eV. The molar mass is 104.10 g mol⁻¹. The charge is +1. Its total energy is -385.9876 Eh. The max |F| comes out at 0.1056 hartree/bohr. The calculation puts the lowest unoccupied orbital energy at -0.225 Ha. Its relative energy (zero: lowest compared OMol25 entry of this formula, charge and spin) is 57.0 kcal per mole. Its spin multiplicity is 1.

Atomic partial charges in e from the Mulliken method, atoms 1 to 8: -0.115 -0.228 0.248 -0.290 -0.522 0.676 -1.137 0.304


No. 7
Computed, not measured: C4H7FO in the gas phase at a distorted geometry, with ωB97M-V with the def2-TZVPD basis set.

Element x y z (Å)
F (-1.85519, 0.36670, 1.27475)
O (0.67536, -0.66475, 0.05425)
C (-1.24858, -0.86073, 1.56883)
C (0.42278, 0.66426, -0.19540)
C (0.75585, 0.84927, -1.69953)
C (-0.12702, -1.35057, 0.94846)
H (0.79838, 1.92922, -1.92947)
H (-1.78689, -1.48583, 2.32630)
H (1.16700, 1.23188, 0.41855)
H (1.75930, 0.34280, -1.87150)
H (-0.61660, 0.83954, 0.08199)
H (-0.19685, 0.47079, -2.22477)
H (0.25245, -2.33260, 1.24755)

As for the HOMO energy: -8.91 eV. The molar mass is 90.10 g mol⁻¹. The charge is 0. Its total energy is -331.6377 Eh. The max |F| comes out at 0.0791 hartree/bohr. The calculation puts the lowest unoccupied orbital energy at 0.038 Ha. As for the SMILES: CCO/C=C\F. Its relative energy (zero: lowest compared OMol25 entry of this formula, charge and spin) is 45.0 kcal per mole. Its spin multiplicity is 1.

Atomic partial charges in e from the Mulliken method, atoms 1 to 8: -0.261 -0.307 -0.070 -0.323 -0.989 -0.175 0.324 0.308


No. 8
Computed, not measured: C4H7FO in the gas phase at a distorted geometry, with ωB97M-V with the def2-TZVPD basis set.

Element x y z (Å)
F (-0.26408, -2.44770, 0.23971)
O (0.29358, 1.17834, -1.23561)
C (-0.35128, -1.05197, 0.03970)
C (0.49800, -0.21450, 1.02985)
C (-0.56707, 1.70502, -0.23972)
C (0.63141, 1.08090, 0.11174)
H (-1.50450, -0.74642, -0.17109)
H (1.33589, -1.08013, 1.32468)
H (-0.28078, 0.09224, 1.99136)
H (0.21544, -0.84771, -0.91815)
H (-0.58022, 2.73525, -0.48460)
H (1.36465, 1.87029, 0.48872)
H (-1.78883, 1.46232, -0.15284)

As for the HOMO energy: -10.44 eV. The molar mass is 90.10 g mol⁻¹. The charge is 0. Its total energy is -331.5529 Eh. The max |F| comes out at 0.1242 hartree/bohr. The calculation puts the lowest unoccupied orbital energy at 0.036 Ha. As for the SMILES: FCC[C@@H]1CO1. Its relative energy (zero: lowest compared OMol25 entry of this formula, charge and spin) is 98.2 kcal per mole. Its spin multiplicity is 1.

Atomic partial charges in e from the Mulliken method, atoms 1 to 8: -0.314 -0.443 -0.210 -0.364 -0.386 0.120 0.173 0.292


No. 9
Computed, not measured: C4H7FO in the gas phase at a distorted geometry, with ωB97M-V with the def2-TZVPD basis set.

Element x y z (Å)
F (0.49457, -1.56040, 1.17696)
O (0.14503, 0.57585, 0.15978)
C (-0.91198, 0.97224, 0.89643)
C (1.34565, -1.33310, -1.02045)
C (0.24608, -1.05784, -0.04586)
C (-1.01537, 2.21316, 1.34203)
H (-1.88067, 2.53181, 1.88930)
H (1.11922, -0.86238, -1.97069)
H (2.28523, -0.95002, -0.63330)
H (-0.23926, 2.93195, 1.15628)
H (1.42638, -2.41174, -1.15409)
H (-1.68391, 0.23222, 1.07858)
H (-0.75875, -1.36442, -0.35201)

As for the HOMO energy: -8.69 eV. The molar mass is 90.10 g mol⁻¹. The charge is 0. Its total energy is -331.6654 Eh. The max |F| comes out at 0.0774 hartree/bohr. The calculation puts the lowest unoccupied orbital energy at 0.038 Ha. As for the SMILES: C=CO[C@@H](C)F. Its relative energy (zero: lowest compared OMol25 entry of this formula, charge and spin) is 27.5 kcal per mole. Its spin multiplicity is 1.

Atomic partial charges in e from the Mulliken method, atoms 1 to 8: -0.259 -0.414 0.147 -1.160 0.414 -0.759 0.253 0.313